Record 1
Density functional theory data (wB97M-V/def2-TZVPD) for the ion C3H8NO2S with charge -1 in a non-equilibrium geometry.

Output
ΔE to the lowest compared entry with this formula, charge and spin, kJ/mol: 441.1
Total charge: -1
HOMO level, eV: -3.247
Molar mass, g/mol: 122.169
SMILES: C=[S@](=O)([O-])N(C)C
Gap between HOMO and LUMO, Eh: 0.271

```
15
Properties=species:S:1:pos:R:3:nbo_charge:R:1
C 1.15220 -0.17064 -1.69365 -1.13
S 1.82310 -0.00361 0.01671 2.17
O 2.39706 1.31499 0.26721 -0.99
O 2.50776 -1.16890 0.56119 -1.00
N 0.29832 -0.09033 0.98572 -0.68
C -0.57998 -1.09669 0.59686 -0.43
C -0.34090 1.19717 0.96590 -0.42
H 1.47421 0.75750 -2.21186 0.18
H 1.73270 -0.96822 -1.98367 0.17
H 0.13286 -1.99408 0.43154 0.23
H -1.18948 -1.55207 1.43977 0.16
H -1.22748 -0.76649 -0.23437 0.18
H 0.26573 2.05806 1.62110 0.19
H -0.44983 1.56339 -0.04143 0.19
H -1.31358 1.19544 1.42851 0.18
```



Record 2
Density functional theory data (wB97M-V/def2-TZVPD) for a structure of composition C19H28BrO2Tb in a non-equilibrium geometry.

Output
HOMO level (alpha / beta), eV: -7.787 / -7.895
Molar mass, g/mol: 527.260
Gap between HOMO and LUMO (alpha / beta), Eh: 0.299 / 0.303
2S+1: 7

```
51
Properties=species:S:1:pos:R:3:mulliken_spin:R:1
O -0.18966 0.35786 0.26051 0.05
C 0.80593 0.37994 -0.81650 0.01
C 0.15643 1.56026 -1.54814 0.00
H 0.74955 -0.60547 -1.30557 0.00
H 1.80642 0.45656 -0.38324 -0.01
C -0.93318 1.40679 -0.49403 0.00
H -0.26931 1.43615 -2.55957 0.00
H 0.68310 2.51521 -1.47788 0.00
C -2.15455 0.71306 -1.04650 0.00
H -1.79376 -0.15727 -1.61297 0.00
H -2.66345 1.40046 -1.74887 0.00
H -2.86132 0.43964 -0.25465 0.00
C -1.23921 2.66615 0.30716 0.00
H -0.32296 3.23582 0.55324 0.00
H -1.82816 2.47045 1.22953 0.00
H -1.85830 3.34131 -0.32665 0.00
Tb 0.27563 -0.55461 2.27949 5.97
C 1.19400 1.04711 4.01116 0.02
C 2.26988 0.13303 3.83786 0.00
C 2.86332 0.38946 2.56047 0.00
H 2.63971 -0.57284 4.57820 0.00
C 2.12139 1.44015 1.93384 -0.04
C 1.07714 1.83831 2.83024 -0.01
H 0.36679 2.65378 2.65790 0.00
H 0.58797 1.15825 4.91580 0.00
H 3.75619 -0.08891 2.15947 0.00
H 2.36234 1.91407 0.97563 0.00
C -1.39525 -0.85258 4.17389 0.02
C -1.75144 0.35771 3.50027 -0.01
C -2.32057 0.00114 2.23898 -0.04
H -1.67784 1.37346 3.86980 0.00
C -2.25364 -1.42274 2.10638 0.00
C -1.69474 -1.94516 3.31217 0.00
H -1.56949 -3.00310 3.52786 0.00
H -1.03898 -0.93342 5.18605 0.00
H -2.87461 0.68177 1.57678 0.01
H -2.61354 -2.00994 1.23000 0.00
O 0.18782 -1.22103 -2.79774 0.00
C -0.06010 -0.49945 -4.07142 0.00
C 0.53829 -1.27763 -5.23099 0.00
H 0.46846 0.46957 -3.95812 0.00
H -1.14386 -0.33112 -4.18794 0.00
C 1.44415 -2.33824 -4.60631 0.00
H 1.09757 -0.58037 -5.84702 0.00
H -0.21224 -1.78386 -5.85070 0.00
C 1.20626 -2.23503 -3.06795 0.00
H 2.49760 -2.10449 -4.84299 0.00
H 1.21705 -3.32571 -5.02896 0.00
H 2.11127 -1.90470 -2.55029 0.00
H 0.78476 -3.12580 -2.61764 0.00
Br 1.45115 -2.96398 2.42002 0.00
```



Record 3
Density functional theory data (wB97M-V/def2-TZVPD) for a cluster of 2 separate species, C4H6N2O in total in a non-equilibrium geometry.

Output
ΔE to the lowest compared entry with this formula, charge and spin, kJ/mol: 824.8
HOMO level (alpha / beta), eV: -6.774 / -6.348
Molar mass, g/mol: 98.105
Gap between HOMO and LUMO (alpha / beta), Eh: 0.246 / 0.222

```
13
Properties=species:S:1:pos:R:3:nbo_charge:R:1
N 0.76060 1.61174 1.75974 -0.49
C 0.00289 0.88920 1.21100 0.58
O -1.07478 0.20564 1.12484 -0.44
C -1.36879 0.07275 -0.27984 -0.06
C -0.50731 -0.99927 -0.94674 -0.53
C 0.81767 -0.39956 -1.08163 0.21
N 1.97242 -0.19210 -1.16487 -0.30
H 1.80242 0.93287 1.49530 0.23
H 2.20867 -0.05978 0.42874 -0.14
H -1.09451 1.04807 -0.71300 0.20
H -2.42246 -0.14633 -0.34314 0.21
H -0.30618 -1.83440 -0.25887 0.27
H -1.06695 -1.42800 -1.82177 0.26
```



Record 4
Density functional theory data (wB97M-V/def2-TZVPD) for a cluster of 2 separate species, CH2NO4S in total in a non-equilibrium geometry.

Output
ΔE to the lowest compared entry with this formula, charge and spin, kJ/mol: 471.2
Total charge: -1
HOMO level (alpha / beta), eV: -2.780 / -2.780
Molar mass, g/mol: 124.097
Gap between HOMO and LUMO (alpha / beta), Eh: 0.183 / 0.183

```
9
Properties=species:S:1:pos:R:3:nbo_charge:R:1
C -2.36163 -0.32362 -0.11879 -0.53
N -1.10987 0.15197 0.05977 0.44
O 4.15993 0.81275 -0.90792 -0.87
O -0.21287 -0.38682 -0.65026 -0.63
O -0.94452 0.98865 0.92400 -0.57
O 3.31228 -0.72263 0.75993 -0.84
S 3.12154 0.51443 0.05626 1.69
H -2.76412 -1.20418 -0.60152 0.17
H -3.20074 0.16944 0.47854 0.14
```



Record 5
Density functional theory data (wB97M-V/def2-TZVPD) for the ion C5H9F3NS with charge +1 in a non-equilibrium geometry.

Output
ΔE to the lowest compared entry with this formula, charge and spin, kJ/mol: 102.9
Total charge: +1
HOMO level (alpha / beta), eV: -14.002 / -14.003
Molar mass, g/mol: 172.195
Gap between HOMO and LUMO (alpha / beta), Eh: 0.302 / 0.302

```
19
Properties=species:S:1:pos:R:3:nbo_charge:R:1
C 0.85173 0.01009 -0.05172 0.02
C -1.66215 -0.16519 -0.52225 -0.47
C -0.51128 -2.13849 0.40463 -0.41
C 2.06899 2.44950 -0.61847 -0.80
C 2.07352 -0.80584 0.27856 0.94
N -0.47437 -0.79339 -0.11256 -0.28
F 3.17298 0.02961 0.13097 -0.31
F 1.94245 -1.32860 1.53012 -0.28
F 2.30309 -1.78132 -0.61160 -0.28
S 0.51986 1.62714 -0.37302 0.60
H -1.97821 0.67534 0.02361 0.23
H -2.58579 -0.73802 -0.58847 0.27
H -1.52589 0.16096 -1.65626 0.24
H -1.21831 -2.68836 -0.06396 0.23
H -0.82709 -2.09722 1.53430 0.23
H 0.47521 -2.58545 0.33481 0.23
H 2.25219 2.46957 -1.77075 0.27
H 2.89667 1.93022 -0.11997 0.28
H 1.98874 3.47035 -0.22338 0.28
```



Record 6
Density functional theory data (wB97M-V/def2-TZVPD) for the molecule C6H7OPS in a non-equilibrium geometry.

Output
ΔE to the lowest compared entry with this formula, charge and spin, kJ/mol: 206.8
HOMO level (alpha / beta), eV: -8.356 / -7.925
Molar mass, g/mol: 158.162
Gap between HOMO and LUMO (alpha / beta), Eh: 0.270 / 0.211

```
16
Properties=species:S:1:pos:R:3:nbo_charge:R:1
C -0.00106 2.45047 2.01010 -0.22
C -0.60293 1.76682 1.23905 0.05
C -1.88912 1.36875 -0.75558 -0.34
C -1.08509 0.89656 0.25278 -0.16
C -0.64623 -0.43252 0.33855 -0.76
C 1.66724 -2.17716 -0.49827 -1.04
O 1.64195 0.43551 -1.21948 -0.99
P 0.71534 -0.67574 -0.92472 1.64
S -2.23488 0.44921 -2.10096 0.02
H 0.74060 3.16938 2.33359 0.24
H -2.35536 2.46363 -0.84216 0.25
H -0.19916 -0.89294 1.27881 0.27
H -1.31462 -1.28238 0.15706 0.27
H 1.82170 -2.31570 0.53574 0.24
H 1.01063 -3.05257 -0.80371 0.25
H 2.73098 -2.17131 -1.00080 0.28
```



no.,E (eV)
1,-19659.2482
2,-116729.7404
3,-9264.9538
4,-21581.8078
5,-25799.6491
6,-28502.4483